A molecular structure, C30H39LuN3S, computed with ωB97M-V/def2-TZVPD.

Positions of all 74 atoms, in Å:
Lu1 -0.3620 0.9811 -0.1427
N1 -1.5236 2.6971 0.6252
N2 1.9381 1.7307 -2.7825
C1 -0.0181 -1.6876 0.4300
C2 -1.1864 -1.3373 -0.3183
C3 -2.0192 -0.5245 0.5311
C4 -3.3704 -0.0568 0.2298
H1 -3.7793 -0.6080 -0.6200
H2 -3.3364 1.2114 -0.2145
H3 -4.0129 -0.1460 1.1135
C5 -1.2693 -0.2360 1.7295
C6 -1.8043 0.5070 2.8948
H4 -2.5816 -0.0952 3.3890
H5 -2.2562 1.4586 2.5908
H6 -1.0162 0.7138 3.6290
C7 -0.0677 -1.0160 1.6827
C8 0.7983 -1.2905 2.8562
H7 1.1017 -0.3633 3.3608
H8 1.7073 -1.8317 2.5684
H9 0.2715 -1.9137 3.5989
C9 -1.6286 -1.9376 -1.6018
H10 -2.2208 -2.8514 -1.4286
H11 -0.7694 -2.2128 -2.2270
H12 -2.2578 -1.2371 -2.1651
C10 0.9032 -2.8028 0.0981
H13 1.9026 -2.6212 0.5093
H14 1.0092 -2.9197 -0.9866
H15 0.5543 -3.7723 0.4979
C11 -1.6188 3.7730 1.4113
H16 -1.9744 3.6092 2.4333
C12 -1.3266 5.0174 0.8603
H17 -1.3577 5.8847 1.5049
C13 -0.8492 5.1260 -0.4588
H18 -0.3202 6.0463 -0.7810
C14 -1.0734 4.0555 -1.3138
H19 -0.6369 4.0329 -2.3185
C15 -1.8114 2.9170 -0.7552
C16 -2.8003 1.9802 -1.1088
H20 -3.2952 2.0465 -2.0850
C17 2.5326 0.6889 -2.2736
C18 1.5574 1.3391 -4.0761
H21 1.2432 2.0443 -4.8185
C19 1.8250 0.0294 -4.2815
H22 1.7397 -0.5765 -5.1642
N3 2.4025 -0.4096 -3.0719
C20 2.8735 -1.6819 -2.7240
C21 2.6477 -2.8553 -3.4697
C22 3.4713 -3.9685 -3.2066
H23 3.3853 -4.8604 -3.8423
C23 4.4155 -3.9701 -2.1729
C24 5.3363 -5.1205 -1.9374
H24 5.5896 -5.1971 -0.8767
H25 6.2814 -5.0148 -2.4840
H26 4.8760 -6.0561 -2.2548
C25 4.5233 -2.8425 -1.3597
H27 5.2513 -2.7936 -0.5451
C26 3.7309 -1.7142 -1.5947
C27 3.8100 -0.5554 -0.7102
H28 3.1847 0.4957 -1.3542
H29 4.8474 -0.3293 -0.4364
H30 3.2231 -0.6650 0.2153
C28 1.5783 -3.0224 -4.5107
H31 1.8185 -2.4743 -5.4310
H32 0.5738 -2.7246 -4.1684
H33 1.5163 -4.0866 -4.7943
C29 1.1983 3.2987 2.6138
S1 1.5455 2.0004 1.4108
C30 3.3045 2.2883 1.1576
H34 1.1590 4.2657 2.1006
H35 1.9982 3.2874 3.3608
H36 0.2401 3.0980 3.1022
H37 3.4765 2.5418 0.1060
H38 3.6159 3.1180 1.8036
H39 3.8478 1.3737 1.4221

Output
E_LUMO (eV): 2.38
Orbital gap (eV): 4.815
Charge: -1
Energy relative to the best compared isomer or geometry (same formula, charge and spin) (kJ/mol): 471.3

Löwdin population analysis, charges in e, atoms 1 to 8: number 1, Lu, carries 1.572; number 2, N, carries -0.173; number 3, N, carries 0.027; number 4, C, carries -0.275; number 5, C, carries -0.347; number 6, C, carries -0.399; number 7, C, carries -0.162; number 8, H, carries 0.052